A structure of composition C4H5LiO3 in a non-equilibrium geometry. Source: the OMol25 dataset; level of theory: ωB97M-V/def2-TZVPD.

```
! RIJCOSX wB97M-V def2-TZVPD def2/J DEFGRID3
* xyz 1 2
O -0.39453 -7.14451 -5.35154
C -1.01036 -6.12732 -5.16788
C -0.90859 -5.33321 -3.87776
C -2.15422 -4.68072 -3.46790
C -2.66850 -4.31922 -2.19711
H -1.69529 -5.71864 -5.94106
H -0.15148 -4.54145 -4.05493
H -0.50838 -5.98378 -3.08127
H -3.18546 -5.08374 -1.59561
O -1.56965 -1.66762 -4.30172
O -2.45775 -3.18495 -1.72785
Li -1.85710 -1.50635 -2.32044
H -0.73726 -1.95573 -4.72179
*
```

Computed properties:
LUMO energy (alpha / beta) = -5.78 / -8.23 eV
ΔE to the lowest compared entry with this formula, charge and spin = 0.00 kJ/mol
HOMO energy (alpha / beta) = -13.7 / -13.6 eV
frontier orbital gap (alpha / beta) = 7.883 / 5.389 eV
total energy = -388.23630 hartree

=====

A structure of composition C4H5LiO3Ru in a non-equilibrium geometry. Source: the OMol25 dataset; level of theory: ωB97M-V/def2-TZVPD.

```
! RIJCOSX wB97M-V def2-TZVPD def2/J DEFGRID3
* xyz 3 6
Ru 0.30325 2.29185 -0.74813
O -0.98840 0.66670 -0.27757
C -2.06639 0.41381 0.65610
H -2.88725 -0.02598 0.08224
H -1.74234 -0.31026 1.40954
H -2.29999 1.39306 1.07906
C 2.36566 -0.05949 0.24550
C 1.42241 -0.18646 -0.69577
O 0.98875 0.74094 -1.59423
C -0.26365 -0.37573 -0.70793
O -0.63932 -1.51281 -0.55663
Li 0.39758 -3.07899 -0.19490
H 2.29644 -0.69400 1.12751
H 3.11325 0.73737 0.17519
*
```

Computed properties:
LUMO energy (alpha / beta) = -14.15 / -16.81 eV
HOMO energy (alpha / beta) = -23.6 / -24.0 eV
frontier orbital gap (alpha / beta) = 9.424 / 7.160 eV
total energy = -482.05872 hartree

=====

Repeat the first record exactly.
A structure of composition C4H5LiO3 in a non-equilibrium geometry. Source: the OMol25 dataset; level of theory: ωB97M-V/def2-TZVPD.

```
! RIJCOSX wB97M-V def2-TZVPD def2/J DEFGRID3
* xyz 1 2
O -0.39453 -7.14451 -5.35154
C -1.01036 -6.12732 -5.16788
C -0.90859 -5.33321 -3.87776
C -2.15422 -4.68072 -3.46790
C -2.66850 -4.31922 -2.19711
H -1.69529 -5.71864 -5.94106
H -0.15148 -4.54145 -4.05493
H -0.50838 -5.98378 -3.08127
H -3.18546 -5.08374 -1.59561
O -1.56965 -1.66762 -4.30172
O -2.45775 -3.18495 -1.72785
Li -1.85710 -1.50635 -2.32044
H -0.73726 -1.95573 -4.72179
*
```

Computed properties:
LUMO energy (alpha / beta) = -5.78 / -8.23 eV
ΔE to the lowest compared entry with this formula, charge and spin = 0.00 kJ/mol
HOMO energy (alpha / beta) = -13.7 / -13.6 eV
frontier orbital gap (alpha / beta) = 7.883 / 5.389 eV
total energy = -388.23630 hartree